(1)
{
  "formula": "C16H48O8S8Tl",
  "method": "wB97M-V/def2-TZVPD",
  "symbols": ["Tl", "C", "S", "O", "C", "H", "H", "H", "H", "H", "H", "C", "S", "O", "C", "H", "H", "H", "H", "H", "H", "C", "S", "O", "C", "H", "H", "H", "H", "H", "H", "C", "S", "O", "C", "H", "H", "H", "H", "H", "H", "C", "S", "O", "C", "H", "H", "H", "H", "H", "H", "C", "S", "O", "C", "H", "H", "H", "H", "H", "H", "C", "S", "O", "C", "H", "H", "H", "H", "H", "H", "C", "S", "O", "C", "H", "H", "H", "H", "H", "H"],
  "coordinates": [[-0.0583, -0.7567, 0.0963], [1.6939, 1.8178, 4.4992], [1.5533, 2.1540, 2.6891], [0.4013, 1.2196, 2.2884], [0.9071, 3.8477, 2.9113], [1.8067, 0.7488, 4.6234], [0.9618, 2.3200, 5.1287], [2.6187, 2.3183, 4.8139], [0.0440, 3.8119, 3.5754], [0.6045, 4.3716, 2.0116], [1.7287, 4.3495, 3.4259], [2.1752, 3.9435, -0.6973], [1.5854, 2.4880, -1.5635], [0.8060, 1.7496, -0.4890], [0.3347, 3.3470, -2.5905], [2.5453, 4.6916, -1.3991], [3.0130, 3.6709, -0.0515], [1.4269, 4.3601, -0.0266], [-0.5845, 2.7812, -2.6932], [0.7928, 3.5520, -3.5567], [0.0387, 4.2715, -2.0921], [-2.8123, 2.9448, 2.1793], [-1.8054, 2.7433, 0.6855], [-1.8951, 1.2682, 0.4007], [-3.0308, 3.4957, -0.4706], [-3.7217, 2.3645, 2.0106], [-3.0945, 3.9628, 2.4473], [-2.3349, 2.4989, 3.0527], [-3.1894, 4.5623, -0.3165], [-3.9915, 2.9839, -0.4396], [-2.5922, 3.3448, -1.4561], [-1.5655, -0.2716, 4.9293], [-2.6383, -0.7730, 3.5907], [-1.8247, -0.6254, 2.3368], [-2.7182, -2.5289, 3.9273], [-1.9054, -0.7593, 5.8455], [-1.5709, 0.8051, 5.0730], [-0.5452, -0.5912, 4.7226], [-3.1356, -3.0072, 3.0409], [-3.2985, -2.7538, 4.8183], [-1.6967, -2.9123, 3.9761], [-1.3042, 0.9351, -5.0434], [-1.5665, -0.2304, -3.6987], [-0.8139, 0.2576, -2.4704], [-3.3430, 0.0636, -3.4567], [-1.7369, 1.8966, -4.7647], [-1.7557, 0.6021, -5.9761], [-0.2369, 1.0690, -5.2082], [-3.8880, -0.7478, -2.9871], [-3.7787, 0.3568, -4.4131], [-3.4573, 0.9622, -2.8420], [3.5474, -2.3087, -2.9034], [2.1056, -1.1998, -3.1443], [1.9008, -0.6481, -1.7558], [2.9568, 0.0531, -4.1149], [3.3035, -3.1053, -2.2019], [4.3563, -1.7212, -2.4673], [3.9355, -2.7889, -3.8030], [3.7761, 0.4698, -3.5356], [2.2640, 0.8218, -4.4550], [3.2639, -0.4507, -5.0344], [3.5843, -1.8892, 3.1922], [1.8591, -2.1876, 3.6516], [0.9757, -1.5023, 2.6269], [1.6948, -3.9116, 3.1690], [4.2241, -2.6258, 3.6794], [3.8526, -0.8703, 3.4590], [3.7293, -2.0231, 2.1181], [2.0436, -3.9412, 2.1388], [0.6471, -4.1779, 3.2754], [2.2753, -4.5858, 3.7996], [-2.2788, -4.6910, -2.7687], [-1.0287, -3.4032, -2.9547], [-0.9726, -2.6362, -1.6504], [0.4227, -4.4753, -3.1033], [-3.2217, -4.2427, -2.4618], [-1.9846, -5.4332, -2.0242], [-2.4460, -5.2242, -3.7051], [0.7595, -4.7861, -2.1130], [1.1985, -4.0728, -3.7454], [0.1085, -5.4165, -3.5647]],
  "atomic_forces_ev_per_a": [[0.021, 2.031, -0.279], [1.331, 1.155, -0.439], [-1.713, -0.791, 0.759], [0.624, 0.854, -0.107], [0.024, -0.376, 0.439], [-0.259, -0.084, 0.072], [-0.638, -0.451, -0.392], [0.168, -0.338, -0.124], [0.029, -0.141, 0.055], [0.337, -0.231, -0.268], [-0.073, 0.258, -0.142], [0.750, 0.157, 0.412], [-0.978, 0.105, 0.097], [0.148, -0.343, 0.144], [0.143, 0.397, 0.413], [-0.161, -0.046, -0.110], [0.053, -0.286, -0.237], [-0.409, -0.058, -0.399], [0.311, -0.669, -0.028], [-0.093, 0.094, -0.025], [0.281, 0.107, -0.085], [-0.421, -0.537, 0.402], [-0.903, 0.636, 0.277], [-0.022, -0.651, -0.512], [0.466, -0.387, -0.208], [-0.013, 0.073, -0.127], [0.263, 0.175, -0.449], [0.416, -0.022, -0.272], [0.286, -0.012, 0.300], [0.119, -0.198, 0.287], [-0.016, 0.052, -0.050], [0.089, -0.224, 0.628], [0.728, -0.183, -0.086], [-0.273, 0.032, -0.741], [0.370, -0.366, -0.446], [-0.086, 0.129, -0.001], [-0.217, 0.044, -0.179], [-0.046, -0.127, -0.311], [-0.402, 0.206, 0.102], [-0.012, 0.057, 0.008], [0.036, 0.185, 0.366], [0.059, 0.770, 0.327], [-0.396, -0.928, 0.109], [-0.346, 0.480, -0.242], [0.120, 1.214, -0.047], [0.007, 0.054, -0.043], [-0.122, -0.335, 0.176], [0.056, -0.176, 0.124], [0.303, -0.275, -0.096], [-0.008, -0.488, -0.115], [0.238, -0.133, 0.184], [0.227, 0.081, -0.025], [0.625, -0.909, 0.013], [-0.188, 0.161, 0.861], [-0.380, -0.124, -0.238], [-0.399, 0.162, 0.027], [-0.130, 0.160, 0.009], [-0.354, 0.252, -0.252], [0.097, -0.014, -0.116], [-0.126, 0.053, 0.403], [0.353, -0.089, 0.184], [-0.073, -0.323, -0.315], [0.211, -0.453, -0.683], [-0.177, 0.380, -0.229], [0.477, -0.030, 0.341], [-0.071, 0.173, 0.334], [-0.009, -0.051, 0.195], [-0.344, 0.031, -0.040], [-0.167, -0.228, -0.076], [-0.066, 0.126, -0.161], [0.129, 0.160, 0.008], [0.033, -0.393, 0.432], [-0.059, -0.380, -0.514], [0.236, 0.123, 0.520], [-0.437, -0.969, 0.171], [0.111, 0.244, -0.017], [0.105, 0.159, 0.097], [0.222, 0.274, -0.189], [0.162, 0.412, 0.069], [0.011, 0.401, 0.246], [-0.186, 0.202, -0.174]],
  "mulliken_charge": [1.503, -0.989, 0.541, -0.288, -1.051, 0.131, 0.362, 0.490, 0.331, 0.237, 0.490, -1.079, 0.609, -0.394, -0.552, 0.468, 0.377, 0.176, -0.385, 0.512, 0.456, -0.982, 0.923, -0.586, -1.108, 0.421, 0.468, -0.028, 0.454, 0.412, 0.132, -0.480, 0.402, -0.344, -0.887, 0.493, 0.272, -0.124, 0.365, 0.451, 0.090, -0.980, 0.563, -0.244, -0.946, 0.364, 0.446, 0.182, 0.321, 0.465, 0.137, -1.255, 0.681, -0.518, -1.153, 0.333, 0.432, 0.457, 0.399, 0.181, 0.504, -0.937, 0.439, -0.297, -0.930, 0.444, 0.321, 0.250, 0.254, 0.261, 0.463, -1.234, 0.607, -0.486, -1.062, 0.341, 0.381, 0.465, 0.295, 0.306, 0.461],
  "gap_ev": 3.697,
  "charge": 3,
  "spin_multiplicity": 1
}

(2)
{
  "formula": "C23H39N3OS4Si2Y",
  "method": "wB97M-V/def2-TZVPD",
  "symbols": ["Y", "C", "C", "S", "C", "C", "S", "C", "C", "S", "C", "C", "S", "H", "H", "H", "H", "H", "H", "H", "H", "H", "H", "H", "H", "H", "H", "H", "H", "C", "Si", "C", "C", "C", "C", "C", "C", "C", "Si", "C", "C", "H", "H", "H", "H", "H", "H", "H", "H", "H", "H", "H", "H", "H", "H", "H", "H", "C", "N", "C", "C", "C", "N", "C", "O", "N", "H", "H", "H", "H", "H", "H", "H"],
  "coordinates": [[0.1312, 0.1032, 0.3543], [-3.4197, -1.4769, -2.1262], [-2.3615, -2.3781, -2.7603], [-0.6507, -1.7917, -2.6278], [-0.4889, -0.7517, -4.0968], [-1.3043, 0.5381, -4.1049], [-0.8280, 1.5824, -2.7186], [-2.3070, 2.5875, -2.4868], [-2.3020, 3.2442, -1.1101], [-2.4940, 2.1252, 0.3063], [-4.1220, 1.4055, -0.0350], [-4.1936, -0.0959, 0.2349], [-2.8511, -1.0553, -0.4711], [-4.3546, -2.0305, -2.0359], [-3.6032, -0.5805, -2.7158], [-2.5698, -2.5434, -3.8183], [-2.3627, -3.3479, -2.2632], [-0.7511, -1.3612, -4.9615], [0.5787, -0.5303, -4.1687], [-2.3698, 0.3301, -4.0445], [-1.1195, 1.0732, -5.0362], [-3.1720, 1.9372, -2.6173], [-2.3472, 3.3584, -3.2560], [-3.0925, 3.9924, -1.0620], [-1.3553, 3.7551, -0.9266], [-4.3753, 1.6228, -1.0708], [-4.8417, 1.9206, 0.6006], [-5.1369, -0.4969, -0.1350], [-4.1503, -0.2973, 1.3056], [-2.1471, 0.2070, 3.6936], [-1.0547, -0.9655, 2.6781], [-2.0562, -2.5717, 2.5724], [0.3992, -1.4213, 3.8268], [0.0714, -2.0180, 5.0563], [1.0370, -2.3848, 5.9802], [2.3776, -2.1560, 5.6937], [2.7235, -1.5666, 4.4881], [1.7592, -1.1915, 3.5367], [2.3941, -0.3810, 1.9426], [3.7905, -1.4816, 1.3024], [3.2269, 1.2299, 2.4789], [-2.5636, -0.2985, 4.5705], [-2.9869, 0.6005, 3.1082], [-1.5685, 1.0655, 4.0479], [-2.2883, -2.9397, 3.5764], [-1.4951, -3.3562, 2.0552], [-3.0038, -2.4400, 2.0401], [-0.9717, -2.2011, 5.3015], [0.7482, -2.8451, 6.9182], [3.1450, -2.4324, 6.4069], [3.7767, -1.3891, 4.2852], [4.5718, -1.5991, 2.0598], [4.2617, -1.0506, 0.4104], [3.4261, -2.4832, 1.0515], [4.0548, 1.0324, 3.1682], [2.5138, 1.8789, 2.9954], [3.6270, 1.7853, 1.6225], [2.5547, 3.8118, -2.3641], [2.6738, 2.3484, -2.3693], [3.4630, 1.6984, -3.2556], [3.5528, 0.3556, -3.2870], [2.7545, -0.3703, -2.3514], [1.9492, 0.2678, -1.5071], [1.9233, 1.6245, -1.4714], [1.2213, 2.2128, -0.6302], [2.7880, -1.6998, -2.3201], [3.4472, 4.2344, -2.8179], [2.4642, 4.1586, -1.3411], [1.6710, 4.1131, -2.9238], [4.0311, 2.3278, -3.9282], [4.2111, -0.1427, -3.9822], [3.4532, -2.2115, -2.8724], [2.2880, -2.1942, -1.5984]],
  "atomic_forces_ev_per_a": [[-0.786, 0.999, -2.171], [0.014, 0.127, -0.051], [-0.031, 0.105, 0.018], [0.238, -0.163, 0.052], [-0.064, 0.059, 0.043], [0.050, -0.042, -0.038], [0.154, -0.023, 0.158], [0.050, 0.011, 0.031], [-0.058, -0.084, -0.035], [0.425, 0.141, 0.110], [-0.042, -0.083, 0.061], [0.044, 0.076, 0.016], [0.363, -0.328, 0.354], [-0.023, -0.006, -0.055], [0.000, 0.006, -0.057], [-0.038, -0.035, 0.028], [-0.013, 0.000, -0.003], [0.018, 0.014, -0.046], [-0.023, 0.005, -0.017], [-0.042, -0.051, -0.034], [-0.022, -0.035, -0.063], [-0.048, 0.038, -0.003], [-0.032, 0.037, 0.005], [-0.006, 0.024, -0.004], [-0.006, 0.024, -0.020], [-0.014, -0.023, -0.010], [-0.062, -0.016, -0.031], [-0.062, 0.007, 0.057], [0.016, 0.016, 0.006], [-0.090, 0.143, 0.031], [0.254, -0.180, 0.468], [-0.147, -0.104, -0.086], [0.026, -0.058, 0.232], [0.059, 0.034, -0.032], [-0.017, 0.024, -0.052], [-0.015, 0.033, -0.056], [-0.100, -0.001, 0.013], [0.148, -0.117, 0.224], [-0.274, -0.180, 0.360], [0.158, -0.092, -0.150], [0.101, 0.162, -0.045], [0.022, 0.025, -0.019], [0.027, -0.008, 0.079], [-0.056, -0.026, -0.019], [0.016, 0.011, -0.043], [-0.049, 0.021, 0.016], [0.057, -0.049, 0.051], [0.050, 0.012, -0.004], [0.012, 0.021, -0.033], [-0.015, 0.001, -0.015], [-0.038, -0.011, 0.001], [-0.014, -0.012, -0.059], [-0.016, -0.051, 0.060], [0.045, 0.039, 0.005], [-0.043, 0.017, -0.029], [0.052, -0.003, -0.020], [-0.005, -0.015, 0.078], [0.068, -0.102, -0.035], [-0.121, 0.121, 0.149], [0.156, 0.204, -0.135], [-0.024, -0.221, 0.043], [0.163, 0.257, -0.066], [-0.131, -0.032, 0.118], [0.121, 0.016, 0.198], [-0.283, -0.468, 0.367], [-0.078, -0.159, 0.056], [-0.016, -0.007, -0.017], [0.024, -0.017, 0.042], [-0.026, -0.005, -0.003], [-0.019, -0.014, 0.015], [-0.025, 0.000, 0.018], [-0.009, -0.005, -0.008], [0.054, -0.004, 0.003]],
  "mulliken_charge": [-1.109, -0.724, -1.099, 0.060, -0.787, -1.055, 0.501, -0.922, -0.858, 0.092, -0.855, -0.832, 0.151, 0.519, 0.201, 0.473, 0.482, 0.659, 0.225, 0.341, 0.540, 0.262, 0.511, 0.551, 0.395, 0.452, 0.505, 0.568, 0.255, -1.168, 1.136, -1.160, 0.598, -0.432, -0.825, -0.795, -0.513, 0.537, 1.001, -1.154, -1.244, 0.396, 0.256, 0.336, 0.435, 0.276, 0.326, 0.195, 0.397, 0.399, 0.203, 0.405, 0.214, 0.286, 0.388, 0.325, 0.306, -0.982, 0.356, -0.364, -1.147, 0.249, 0.931, -0.081, -0.768, -0.152, 0.385, 0.301, 0.281, 0.442, 0.493, 0.233, 0.193],
  "gap_ev": 6.295,
  "charge": 1,
  "spin_multiplicity": 1
}

(3)
{
  "formula": "C2H2N4",
  "method": "wB97M-V/def2-TZVPD",
  "symbols": ["C", "N", "N", "N", "C", "N", "H", "H"],
  "coordinates": [[0.3799, -0.5105, -0.9021], [-0.7049, -0.9638, -1.3411], [-1.7796, -0.2858, 0.7868], [-0.8583, 0.3718, 1.0309], [0.3519, 0.8270, 0.8360], [1.1371, 0.0464, -0.0080], [0.7370, -1.1287, -1.8294], [0.7368, 1.6436, 1.4268]],
  "atomic_forces_ev_per_a": [[-0.508, -0.496, -0.296], [0.349, 0.282, 0.307], [0.967, 0.703, 0.305], [-0.958, -0.693, -0.363], [0.247, -0.030, 0.066], [-0.062, 0.106, 0.379], [0.099, 0.154, -0.185], [-0.133, -0.025, -0.213]],
  "nbo_charge": [0.165, -0.240, 0.027, -0.027, -0.005, -0.502, 0.358, 0.224],
  "gap_ev": [7.218, 6.544],
  "charge": 0,
  "spin_multiplicity": 1
}

F_max in eV/A, matching the order above: 2.05 2.52 1.24
Electronic energy in eV, matching the order above: -125092.829 -91138.242 -8060.492